Version one
7
Properties=species:S:1:pos:R:3:nbo_charge:R:1 method="wB97M-V/def2-TZVPD" smiles="C1=[PH]=NN=N1" total_charge=0 homo_energy_ha="-0.363 / -0.363" homo_lumo_gap_ev="8.535 / 8.533"
H 1.454 -1.815 0.322 0.0728
N -0.824 1.151 0.174 -0.2205
N -0.969 -1.164 0.129 -0.6536
N -1.612 0.204 0.236 0.0022
C 0.426 0.829 -0.093 -0.3603
H 0.968 1.739 -0.481 0.2452
P 0.556 -0.944 -0.287 0.9142


Version two
7
Properties=species:S:1:pos:R:3:nbo_charge:R:1 method="wB97M-V/def2-TZVPD" total_charge=0 homo_energy_ha=-0.362 homo_lumo_gap_ev=8.779
P -1.505 -0.418 0.214 0.9878
N 0.012 -0.606 0.616 -0.7600
C 0.611 0.538 0.625 0.1681
N -1.303 1.228 -0.075 -0.4414
N -0.119 1.591 0.184 -0.1824
H 1.659 0.534 0.967 0.2068
H -1.478 -1.132 -0.977 0.0211


version two is preferred energetically. Next in line: 0.0720 hartree higher.


Version one
65
Properties=species:S:1:pos:R:3:nbo_charge:R:1 method="wB97M-V/def2-TZVPD" total_charge=0 homo_energy_ha=-0.247 homo_lumo_gap_ev=6.676
H -3.013 -2.664 -1.008 0.2144
H 0.593 -0.845 5.968 0.2213
C -1.154 3.386 -0.588 0.3397
H -3.936 -2.235 0.456 0.1893
O -1.085 3.679 0.756 -0.5362
O -1.976 -2.608 0.793 -0.5466
C -1.089 0.306 5.351 -0.2110
C 3.398 2.322 -2.249 -0.7990
C 1.084 -2.814 -1.259 -0.1815
S 3.117 0.508 -2.148 1.2734
H -2.703 1.394 4.465 0.2177
C -0.225 -0.083 0.248 0.7055
S -2.707 -0.538 -3.135 -0.5392
H 1.702 -2.165 -1.874 0.2243
H -1.152 2.280 -4.295 0.2297
H -1.410 0.490 6.364 0.2165
O 1.540 -1.478 3.482 -0.5160
H 3.173 -0.895 -4.092 0.2683
H 2.249 -4.567 -1.614 0.2172
H 3.134 0.802 -4.568 0.2432
H 2.829 2.764 -1.438 0.2468
H -1.172 -5.056 0.907 0.2269
C -0.792 1.649 -2.264 -0.3712
C -0.806 2.064 -0.935 0.0542
C 1.392 -4.153 -1.110 -0.1953
C 0.461 -0.712 3.828 0.3455
C 2.227 -2.144 4.514 -0.2505
C -1.402 0.570 2.989 -0.2389
H -1.843 5.277 -1.329 0.2192
H 2.732 -1.431 5.173 0.1772
H 2.968 -2.772 4.021 0.2049
H -1.821 4.569 -3.675 0.2133
C 0.596 -4.956 -0.311 -0.1877
O 1.636 0.366 -2.064 -0.9737
S -1.107 -3.804 -3.485 -0.8599
C -0.859 -3.096 0.152 0.3681
H -2.458 5.228 0.922 0.1811
H -1.997 0.927 2.165 0.2250
H -0.753 5.729 0.765 0.1787
Ti -0.508 -0.317 -2.636 1.0918
C -1.530 4.275 -1.579 -0.3224
S 0.374 -0.661 -4.708 -0.6305
H -2.849 -1.037 -0.295 0.1761
H 0.639 -1.455 1.468 0.4394
N 0.178 -0.550 1.471 -0.5982
C 0.047 -0.456 5.123 -0.2961
H 1.545 -2.769 5.096 0.1817
N -0.293 -0.886 -0.779 -0.6932
Sb -1.684 -2.067 -4.858 0.9576
H 0.829 -6.002 -0.181 0.2163
H 4.658 0.083 -3.945 0.2312
C -2.990 -2.104 -0.068 -0.2520
C -1.145 2.581 -3.246 -0.2101
C -1.516 3.870 -2.908 -0.1914
H -0.363 1.768 1.021 0.4373
C -1.808 0.818 4.291 -0.2171
C -0.029 -2.267 -0.621 0.0214
C -0.527 -4.435 0.304 -0.2614
H 3.041 2.709 -3.197 0.2380
H -1.319 4.952 2.270 0.2015
C -0.268 -0.186 2.744 0.0844
H 4.454 2.529 -2.118 0.2317
N -0.458 1.242 0.160 -0.5729
C 3.575 0.093 -3.874 -0.8099
C -1.426 4.975 1.186 -0.2479


Version two
65
Properties=species:S:1:pos:R:3:nbo_charge:R:1 method="wB97M-V/def2-TZVPD" total_charge=0 homo_energy_ha=-0.259 homo_lumo_gap_ev=7.060
Ti -0.669 0.649 2.366 0.9181
H -5.618 0.645 0.573 0.2119
H 2.444 -0.034 5.766 0.2915
C -3.354 0.775 -3.714 -0.2493
N -0.566 0.637 -0.848 -0.5826
H 1.937 -1.744 5.498 0.2361
H -4.025 -0.086 -3.733 0.1797
H 2.278 3.125 -4.199 0.2224
C -1.412 -2.112 1.849 -0.2123
H -1.454 -1.545 2.778 0.2197
C 2.611 2.991 -0.358 -0.1930
H -2.750 -4.901 0.470 0.2169
H -0.390 1.018 -1.764 0.4429
C 2.350 -2.184 2.857 -0.8182
H 2.138 -2.156 1.792 0.2496
C 1.959 1.948 -2.428 0.2663
C -2.229 0.599 0.969 -0.3370
Sb -0.287 3.031 4.317 1.0011
H 3.638 -1.234 5.161 0.2313
C -4.568 0.629 0.299 -0.1948
C -1.914 0.602 -0.391 0.0385
O 0.334 -2.115 -1.350 -0.5432
H 2.297 0.523 0.484 0.4171
H -3.894 0.602 2.319 0.2246
H 1.742 -2.946 -2.577 0.1909
O 0.613 -0.387 3.563 -0.9694
C 2.588 -0.932 5.169 -0.8077
H -4.990 0.689 -1.807 0.2175
H 3.378 -2.504 3.042 0.2305
S 1.859 2.465 4.877 -0.9222
N 0.292 -0.594 0.957 -0.7406
C -1.272 -3.650 -0.455 -0.2656
H 2.352 -2.424 -0.996 0.1735
H 0.788 1.547 -4.875 0.1804
O -2.397 0.656 -2.672 -0.5246
H -2.795 0.813 -4.645 0.1945
C 2.365 3.082 -3.122 -0.2920
H 1.636 -2.833 3.366 0.2409
C -2.200 -3.245 1.722 -0.1929
C -4.220 0.651 -1.049 -0.3201
H 2.683 2.948 0.723 0.2434
C -0.496 -2.511 -0.335 0.3170
C -2.133 -4.016 0.570 -0.2184
H 3.449 4.958 -0.512 0.2249
H 1.379 -3.907 -1.131 0.1824
C -3.593 0.601 1.285 -0.2298
S -0.139 2.767 1.834 -0.4939
C 1.516 -2.897 -1.515 -0.2426
H -3.943 1.689 -3.609 0.1811
C 2.060 1.913 -1.030 0.1328
C -2.879 0.632 -1.390 0.3387
C 0.450 0.258 -0.087 0.7373
O 1.460 0.838 -3.031 -0.5062
S 2.137 -0.521 3.499 1.3129
H 3.213 5.041 -2.978 0.2182
C 3.034 4.117 -1.052 -0.2324
C 1.466 0.800 -4.454 -0.2518
H 2.472 0.960 -4.847 0.1832
H -2.864 -3.526 2.530 0.2199
C -0.568 -1.715 0.807 0.1067
H -1.197 -4.241 -1.362 0.2209
C 2.899 4.162 -2.428 -0.1810
N 1.683 0.759 -0.276 -0.5852
H 1.118 -0.192 -4.729 0.2062
S -1.804 1.034 4.306 -0.5147


version two is preferred energetically. Next in line: 0.0036 hartree higher.


Version one
13
Properties=species:S:1:pos:R:3:nbo_charge:R:1 method="wB97M-V/def2-TZVPD" smiles="C[N+](=O)C=C1C=C1" total_charge=+1 homo_energy_ha=-0.525 homo_lumo_gap_ev=8.606
H 0.041 -0.343 -1.251 0.2366
N -0.556 -0.327 0.653 0.2858
H 3.486 1.513 -1.519 0.3121
H 2.889 1.505 1.707 0.2878
H -1.365 -1.859 -0.413 0.2436
C -1.737 -1.127 0.305 -0.4912
H -2.446 -0.512 -0.316 0.2666
C 2.593 1.146 0.733 -0.0421
H -2.402 -1.570 1.125 0.2923
O -0.470 0.090 1.777 -0.2455
C 0.435 -0.091 -0.311 -0.2202
C 1.638 0.543 -0.112 0.1008
C 2.879 1.086 -0.626 -0.0266


Version two
13
Properties=species:S:1:pos:R:3:nbo_charge:R:1 method="wB97M-V/def2-TZVPD" smiles="O=[n+]1cc1C1CC1" total_charge=+1 homo_energy_ha=-0.559 homo_lumo_gap_ev=9.291
C 1.424 -0.137 -0.831 -0.3308
C -1.033 0.054 -0.037 0.2464
C 0.140 -0.707 -0.067 -0.3558
C 1.419 -0.145 0.677 -0.3325
H 1.525 0.738 1.224 0.2367
H 2.041 -0.898 -1.197 0.2549
C -1.618 1.324 0.009 0.0790
H 1.670 -0.987 1.251 0.2399
H 0.122 -1.813 0.079 0.2973
H -1.413 2.309 0.255 0.2734
N -2.402 0.000 -0.103 0.2893
O -3.411 -0.601 -0.091 -0.1490
H 1.534 0.861 -1.170 0.2511


version one is preferred energetically. Next in line: 0.0691 hartree higher.


Version one
9
Properties=species:S:1:pos:R:3:nbo_charge:R:1 method="wB97M-V/def2-TZVPD" total_charge=0 homo_energy_ha="-0.301 / -0.284" homo_lumo_gap_ev="8.219 / 7.726"
H 0.897 -2.416 -0.124 0.2185
Se 1.523 -0.004 -0.008 0.3846
C 0.425 -1.453 -0.211 -0.6452
H -0.760 -1.525 1.480 -0.0753
H -0.417 -1.372 -0.877 0.2064
H 0.525 2.201 -0.770 0.2281
H -0.754 1.014 -0.374 0.2311
C 0.200 1.438 -0.070 -0.7765
H 0.116 1.856 0.929 0.2283


Version two
9
Properties=species:S:1:pos:R:3:nbo_charge:R:1 method="wB97M-V/def2-TZVPD" smiles=CC[SeH] total_charge=0 homo_energy_ha=-0.317 homo_lumo_gap_ev=9.541
H -0.932 -0.773 -0.642 0.2178
H -0.917 -2.225 1.387 0.0770
H -1.187 0.464 0.593 0.2168
C -0.379 -0.085 0.107 -0.5283
C 0.615 0.719 -0.646 -0.6299
H 0.115 1.502 -1.120 0.2202
H 1.342 1.361 0.072 0.2004
H 1.221 0.281 -1.429 0.2225
Se 0.121 -1.245 1.677 0.0034


version two is preferred energetically. Next in line: 0.1114 hartree higher.